{
  "formula": "C41H68ClF4NO6S2",
  "method": "the ωB97M-V functional and the def2-TZVPD basis",
  "symbols": ["C", "C", "C", "C", "O", "C", "F", "F", "F", "C", "N", "C", "S", "C", "C", "F", "C", "C", "C", "C", "Cl", "C", "C", "O", "C", "C", "O", "C", "C", "C", "C", "C", "C", "O", "S", "O", "O", "H", "H", "H", "H", "H", "H", "H", "H", "H", "H", "H", "H", "H", "H", "H", "H", "H", "H", "H", "H", "H", "H", "H", "H", "H", "H", "C", "C", "C", "C", "C", "C", "H", "H", "H", "H", "H", "H", "H", "H", "H", "H", "H", "H", "H", "H", "C", "C", "C", "C", "C", "C", "H", "H", "H", "H", "H", "H", "H", "H", "H", "H", "H", "H", "H", "H", "C", "C", "C", "C", "C", "C", "H", "H", "H", "H", "H", "H", "H", "H", "H", "H", "H", "H", "H", "H"],
  "xyz": [[1.76081, 1.18232, -1.82212], [1.86878, 0.00810, -2.07386], [2.07890, -1.40376, -2.56787], [3.45306, -1.86028, -1.92539], [4.06332, -0.73482, -1.23708], [5.37011, -0.98053, -0.94691], [6.13873, -0.60479, -1.99078], [5.62718, -2.23219, -0.53919], [5.70290, -0.16551, 0.08632], [2.08750, -1.56040, -4.15255], [3.33853, -0.98433, -4.68315], [3.51958, 0.21565, -4.70361], [3.73367, 1.78001, -4.61212], [2.33390, -3.14066, -4.36321], [1.38120, -3.89747, -5.30170], [3.62614, -3.38230, -4.87657], [0.74256, -0.99504, -4.71890], [0.49370, -0.98123, -6.25901], [1.57621, -0.39433, -7.20262], [1.56759, 1.17915, -7.20950], [1.03637, -0.86435, -8.90718], [-0.56137, -1.46530, -3.91838], [-1.27593, -0.25279, -3.22963], [-1.53695, 0.76792, -4.19358], [-2.28880, 1.83553, -3.60844], [-1.68984, -2.00628, -4.88299], [-2.73626, -2.64652, -4.12575], [-3.96376, -2.05242, -4.32718], [-4.60082, -1.87223, -5.57102], [-5.87321, -1.24349, -5.62431], [-6.54345, -0.79290, -4.47305], [-5.92698, -1.00460, -3.21379], [-4.66840, -1.62209, -3.16893], [-0.35061, -2.58000, -3.03085], [0.64050, -2.30537, -1.79765], [1.05413, -3.59803, -1.31119], [0.07311, -1.57717, -0.70087], [1.74617, 2.26322, -1.73622], [3.31866, -2.64730, -1.15995], [4.16146, -2.24786, -2.68131], [2.33401, -3.69986, -3.40311], [1.72635, -4.95589, -5.32122], [1.54816, -3.53583, -6.33796], [0.32318, -3.93280, -5.00434], [0.77967, 0.09572, -4.46305], [-0.38834, -0.31937, -6.42336], [0.20174, -1.95002, -6.70186], [2.58526, -0.82070, -7.11026], [2.57821, 1.61289, -7.15436], [1.03814, 1.51518, -6.28628], [0.97266, 1.57949, -8.04977], [-0.75694, 0.11690, -2.32455], [-2.28129, -0.59179, -2.88183], [-2.76227, 1.55581, -2.64761], [-1.62109, 2.71978, -3.50547], [-3.08442, 2.11961, -4.32806], [-1.31693, -2.78301, -5.57699], [-2.08493, -1.19440, -5.52504], [-4.10287, -2.18999, -6.49997], [-6.33162, -1.08981, -6.61292], [-7.51468, -0.28311, -4.49309], [-6.36526, -0.70695, -2.24836], [-4.18669, -1.79385, -2.18953], [3.79167, 2.85942, 5.94376], [3.14853, 1.55599, 5.48378], [4.14517, 0.54813, 4.91772], [4.88566, 1.01112, 3.66212], [3.98264, 1.40024, 2.48950], [3.12702, 0.24926, 1.96810], [4.26607, 3.38987, 5.11603], [3.03659, 3.52337, 6.37028], [4.54611, 2.67227, 6.71142], [2.36889, 1.77089, 4.74622], [2.64274, 1.09862, 6.33972], [3.61779, -0.38690, 4.70560], [4.88485, 0.30518, 5.68819], [5.56000, 0.20922, 3.34320], [5.52982, 1.86082, 3.90864], [4.61592, 1.75936, 1.67289], [3.33714, 2.23956, 2.76769], [3.75139, -0.58528, 1.64509], [2.53512, 0.57702, 1.11064], [2.43193, -0.11477, 2.72829], [-0.10230, 3.22779, 2.42438], [-0.04575, 4.17442, 3.61951], [-0.60860, 3.56410, 4.90230], [-2.08563, 3.18085, 4.85039], [-3.05189, 4.31334, 4.50643], [-3.05060, 5.44228, 5.53111], [-1.12973, 2.96444, 2.16560], [0.34752, 3.69899, 1.54748], [0.44878, 2.30594, 2.62982], [-0.56794, 5.10459, 3.37730], [0.99921, 4.44747, 3.79706], [-0.44027, 4.26451, 5.72629], [-0.03224, 2.66561, 5.14979], [-2.36690, 2.76131, 5.82236], [-2.21439, 2.37162, 4.12470], [-4.06247, 3.89811, 4.44827], [-2.83041, 4.71676, 3.51390], [-3.31024, 5.06760, 6.52387], [-3.78423, 6.20310, 5.25724], [-2.07671, 5.93155, 5.59204], [-4.33658, -2.35918, 6.00828], [-3.59225, -3.10649, 4.90707], [-2.07614, -3.11578, 5.09794], [-1.40924, -1.73878, 5.07449], [-1.64502, -0.92354, 3.80400], [-1.08412, -1.58210, 2.54868], [-4.06498, -1.30226, 6.03378], [-5.41436, -2.41786, 5.84318], [-4.12296, -2.79398, 6.98749], [-3.85209, -2.68053, 3.93384], [-3.94392, -4.14239, 4.89126], [-1.62862, -3.75031, 4.32717], [-1.84171, -3.59608, 6.05400], [-0.33129, -1.87572, 5.21312], [-1.74880, -1.15507, 5.93608], [-1.16443, 0.05297, 3.92571], [-2.71272, -0.72322, 3.67097], [-0.00937, -1.75299, 2.64462], [-1.24472, -0.94005, 1.68092], [-1.56753, -2.53910, 2.34354]],
  "lowdin_charge": [0.15, -0.12, -0.28, -0.07, 0.01, -0.67, 0.16, 0.18, 0.14, -0.25, 0.13, -0.70, 0.80, -0.26, 0.00, -0.03, -0.11, -0.21, -0.64, -0.14, 0.57, -0.31, -0.15, -0.19, -0.07, -0.11, -0.04, -0.28, -0.01, -0.08, -0.09, -0.08, -0.02, -0.14, 0.70, -0.26, -0.23, 0.07, 0.14, 0.14, 0.13, 0.10, 0.09, 0.08, 0.14, 0.12, 0.07, 0.09, 0.04, 0.07, 0.06, 0.11, 0.12, 0.10, 0.09, 0.10, 0.13, 0.13, 0.12, 0.10, 0.10, 0.11, 0.12, -0.11, -0.27, -0.23, -0.22, -0.26, -0.10, 0.07, 0.07, 0.07, 0.08, 0.11, 0.10, 0.11, 0.11, 0.10, 0.10, 0.09, 0.06, 0.06, 0.06, -0.11, -0.26, -0.23, -0.23, -0.27, -0.11, 0.07, 0.07, 0.06, 0.10, 0.10, 0.10, 0.10, 0.11, 0.09, 0.10, 0.10, 0.07, 0.07, 0.07, -0.11, -0.27, -0.23, -0.23, -0.27, -0.11, 0.06, 0.07, 0.07, 0.10, 0.10, 0.10, 0.11, 0.11, 0.10, 0.09, 0.10, 0.07, 0.06, 0.07],
  "spin_multiplicity": 1,
  "fmax_ev_per_a": 3.589,
  "energy_ev": -102453.740,
  "de_lowest_kcal_mol": 0.0,
  "e_homo_ev": -9.23
}

=====

{
  "formula": "C15H9AsBrN3OS4Tl",
  "method": "the ωB97M-V functional and the def2-TZVPD basis",
  "symbols": ["Tl", "Br", "C", "C", "C", "C", "C", "C", "N", "N", "C", "C", "C", "C", "O", "C", "N", "C", "C", "C", "C", "H", "H", "H", "H", "H", "H", "H", "H", "H", "S", "As", "S", "S", "S"],
  "xyz": [[-3.18920, -2.91818, -0.35774], [0.81740, 5.91453, 3.47484], [1.56135, 4.52817, 2.41743], [0.95597, 4.18551, 1.21673], [1.49523, 3.16615, 0.45200], [2.63258, 2.48981, 0.88486], [3.25183, 2.87459, 2.06274], [2.70704, 3.88441, 2.84611], [3.29520, 1.52351, 0.04600], [2.70879, 0.52180, -0.39114], [1.43792, 0.06650, 0.06361], [0.94927, 0.13985, 1.35543], [-0.23796, -0.47751, 1.74491], [-1.02223, -1.19261, 0.84069], [-2.13145, -1.76162, 1.18546], [-0.52070, -1.27510, -0.51275], [-1.28903, -1.95212, -1.39529], [-0.91734, -2.09694, -2.64090], [0.29755, -1.55803, -3.10510], [1.09280, -0.86189, -2.24028], [0.69613, -0.68899, -0.88922], [0.06747, 4.70597, 0.88695], [1.03287, 2.88597, -0.48585], [4.15627, 2.36544, 2.37225], [3.17886, 4.17435, 3.77482], [1.51653, 0.66487, 2.11110], [-0.57899, -0.42009, 2.77016], [-1.58400, -2.65363, -3.29155], [0.58050, -1.70094, -4.13917], [2.03525, -0.43807, -2.55994], [-4.77022, -5.45238, -3.77391], [-5.12575, -4.96095, -1.78678], [-3.16501, -5.31337, -0.57493], [-5.20427, -2.61049, -1.61429], [-6.73066, -5.75852, -0.74728]],
  "lowdin_charge": [0.40, 0.72, -0.70, -0.12, -0.03, -0.30, -0.04, -0.13, 0.07, 0.06, -0.23, -0.01, 0.01, -0.35, -0.17, -0.15, 0.01, -0.09, -0.03, 0.01, -0.09, 0.10, 0.12, 0.11, 0.10, 0.11, 0.12, 0.13, 0.11, 0.11, -0.16, -0.48, -0.03, -0.03, -0.14],
  "spin_multiplicity": 1,
  "fmax_ev_per_a": 0.392,
  "charge": -1,
  "energy_ev": -201136.976,
  "de_lowest_kcal_mol": 0.0,
  "e_homo_ev": -4.66
}

=====

{
  "formula": "C4H7FO",
  "method": "the ωB97M-V functional and the def2-TZVPD basis",
  "symbols": ["C", "C", "C", "C", "O", "F", "H", "H", "H", "H", "H", "H", "H"],
  "xyz": [[-0.44818, -2.16210, -0.02087], [-0.61520, -0.88231, 0.01567], [-0.53933, 1.14937, -1.15359], [1.01903, 0.61052, 1.44699], [-1.35762, 0.06049, -0.60831], [1.36802, 1.81328, 0.97124], [-0.95467, -2.64457, -0.77440], [0.48200, -2.66730, 0.40020], [0.00159, 1.75915, -0.44396], [-1.25823, 1.81841, -1.76560], [0.04512, 0.64356, -1.86135], [1.82278, -0.09274, 1.50303], [0.43469, 0.59426, 2.29095]],
  "lowdin_charge": [-0.02, -0.21, -0.04, -0.03, -0.11, -0.06, 0.02, 0.08, 0.06, 0.12, 0.07, 0.07, 0.05],
  "spin_multiplicity": 3,
  "fmax_ev_per_a": 3.062,
  "s_squared": 2.01,
  "energy_ev": -9019.396,
  "de_lowest_kcal_mol": 30.9,
  "e_homo_ev": [-6.94, -9.40]
}

=====

{
  "formula": "C35H29ClIrN8O6S3",
  "method": "the ωB97M-V functional and the def2-TZVPD basis",
  "symbols": ["Ir", "C", "C", "C", "C", "C", "C", "C", "S", "O", "O", "N", "C", "C", "C", "C", "C", "C", "C", "C", "N", "C", "H", "H", "H", "H", "H", "H", "H", "H", "H", "H", "H", "H", "H", "O", "C", "O", "C", "C", "Cl", "N", "N", "C", "C", "O", "O", "C", "C", "C", "C", "C", "C", "H", "H", "H", "H", "H", "H", "S", "C", "N", "C", "C", "C", "N", "H", "H", "H", "H", "C", "N", "C", "C", "N", "C", "S", "H", "H", "H", "H", "H", "H"],
  "xyz": [[-0.09279, 0.15194, -0.46807], [-2.05801, 5.79100, 4.32967], [-1.87648, 4.35699, 3.92969], [-1.99922, 3.96795, 2.59384], [-1.81729, 2.65210, 2.21404], [-1.49410, 1.71535, 3.19280], [-1.35924, 2.07049, 4.52974], [-1.56122, 3.39148, 4.88694], [-1.25027, 0.06354, 2.70663], [-2.34470, -0.39123, 1.91119], [-0.77769, -0.73177, 3.79659], [0.07126, 0.22636, 1.58625], [1.30907, 0.42556, 2.05648], [1.70222, 0.64416, 3.40189], [3.03827, 0.84279, 3.72283], [4.02480, 0.82596, 2.75936], [3.69306, 0.60635, 1.39442], [4.64163, 0.57779, 0.35559], [4.21683, 0.36430, -0.93124], [2.85554, 0.18505, -1.18136], [1.94820, 0.20952, -0.21463], [2.34890, 0.41759, 1.05721], [-2.62914, 6.34322, 3.58617], [-1.08565, 6.27741, 4.43099], [-2.56476, 5.87042, 5.29039], [-2.23843, 4.71034, 1.84314], [-1.89702, 2.36106, 1.17320], [-1.12948, 1.31957, 5.27448], [-1.47789, 3.68013, 5.92702], [0.96240, 0.65639, 4.18244], [3.30757, 1.01730, 4.75536], [5.06042, 0.98657, 3.02971], [5.69021, 0.73049, 0.57734], [4.91150, 0.34642, -1.75869], [2.48594, 0.03212, -2.18551], [0.08630, 4.42924, -4.42189], [-0.04553, 3.27482, -5.04452], [-0.15272, 3.17816, -6.23422], [-0.04802, 2.02684, -4.19974], [-0.16030, 0.74137, -4.71637], [-0.37688, 0.21288, -6.29978], [-0.08562, -0.14747, -3.69683], [0.06783, 0.51373, -2.52938], [0.08574, 1.81526, -2.82355], [0.14522, 2.76745, -1.66555], [0.28548, 3.96220, -1.83744], [0.02522, 2.19724, -0.50950], [-0.01930, -1.57657, -3.81718], [-1.03058, -2.36660, -3.30329], [-0.94860, -3.74320, -3.47021], [0.11692, -4.30725, -4.15560], [1.12298, -3.49895, -4.67643], [1.06090, -2.12422, -4.50433], [0.17930, 4.33721, -3.44283], [-1.86163, -1.91419, -2.78022], [-1.73069, -4.37342, -3.06931], [0.16112, -5.37875, -4.29746], [1.94312, -3.93551, -5.23045], [1.82157, -1.47708, -4.92316], [-2.42776, 0.49603, -1.06253], [-3.51364, -0.61094, -0.30581], [-4.66045, -0.09022, 0.19662], [-5.61731, -0.84701, 0.76316], [-5.41847, -2.19439, 0.84803], [-4.22212, -2.68302, 0.31644], [-3.30627, -1.92076, -0.26037], [-4.75657, 0.91823, 0.15915], [-6.49523, -0.33409, 1.12916], [-6.15328, -2.84383, 1.29699], [-4.00495, -3.74472, 0.34902], [1.62445, -3.40977, 2.14281], [2.04390, -3.33143, 0.74559], [3.23573, -3.82355, 0.24526], [3.22626, -3.61591, -1.08904], [2.02526, -3.00780, -1.37887], [1.30251, -2.83648, -0.26120], [-0.30024, -2.20975, -0.13167], [2.51258, -3.44026, 2.76828], [1.03144, -4.30724, 2.30665], [1.01865, -2.54051, 2.38617], [3.97216, -4.28466, 0.87904], [3.95148, -3.85753, -1.84501], [1.67553, -2.78826, -2.30451]],
  "lowdin_charge": [1.02, -0.03, -0.24, 0.00, -0.04, -0.30, -0.05, -0.01, 0.67, -0.31, -0.26, -0.16, -0.22, 0.06, -0.01, 0.05, -0.12, 0.05, 0.01, -0.07, -0.04, -0.14, 0.09, 0.10, 0.09, 0.13, 0.08, 0.12, 0.13, 0.10, 0.13, 0.14, 0.14, 0.13, 0.12, 0.16, -0.49, 0.11, -0.01, -0.56, 0.90, -0.04, -0.09, -0.14, -0.53, 0.12, -0.18, -0.25, -0.05, -0.05, -0.05, -0.07, -0.06, 0.07, 0.08, 0.12, 0.12, 0.12, 0.12, 0.72, -0.75, 0.10, 0.00, 0.01, -0.05, 0.06, 0.16, 0.15, 0.13, 0.13, 0.01, -0.10, -0.02, -0.03, 0.11, -0.66, 0.70, 0.10, 0.11, 0.06, 0.14, 0.13, 0.11],
  "spin_multiplicity": 2,
  "fmax_ev_per_a": 0.390,
  "s_squared": 0.79,
  "charge": 2,
  "energy_ev": -108828.383,
  "de_lowest_kcal_mol": 0.0,
  "e_homo_ev": [-13.55, -13.51]
}